Entry from OMol25: 12 unconnected molecules or ions with the total composition C67H127N9O15 in a non-equilibrium geometry (ωB97M-V/def2-TZVPD).

Calculated values
spin multiplicity: 1
LUMO level: -7.81 eV
HOMO: -0.3859 Eh
orbital gap: 2.69 eV
E_tot: -4249.118353 Eh
charge: +2
molecular weight: 1298.80 g/mol

Bonds (Å) are listed after each position.
Atoms and positions in Å:
1 O -2.689 5.699 -1.428  C26 1.255
2 O -0.472 7.503 -0.633  N17 1.416
3 O 0.607 3.521 -4.549  C34 1.236
4 O 0.801 -3.061 6.207  C82 1.206
5 O -5.179 -1.025 -0.029  C31 1.252
6 O -3.113 -1.504 0.708  C31 1.279
7 O -0.587 1.710 -4.848  C34 1.252
8 O -8.849 4.216 -3.604  N19 1.400
9 O 0.599 -1.500 -6.193  N22 1.378
10 O 4.534 -0.161 -1.636  C58 1.274
11 O -3.652 4.592 0.262  C26 1.259
12 O 8.614 0.643 0.665  N21 1.410
13 O 3.837 -1.600 -0.115  C58 1.202
14 O -3.843 -6.361 5.654  N16 1.412
15 O -0.480 -1.293 6.678  C82 1.267
16 N -2.771 -5.781 4.941  O14 1.412, C29 1.507, C62 1.568
17 N 0.485 6.460 -0.671  O2 1.416, C36 1.508, C91 1.522
18 N 0.213 0.171 0.221  C32 1.398, C38 1.411, C73 1.467
19 N -7.811 3.314 -3.344  O8 1.400, C52 1.585, C65 1.517
20 N 4.223 -4.831 2.377  C44 1.405, C47 1.447, C77 1.353
21 N 7.941 -0.082 1.670  O12 1.410, C40 1.536, C86 1.574
22 N -0.512 -1.594 -5.383  O9 1.378, C25 1.558, C54 1.503
23 N 3.467 -4.982 4.456  C61 1.450, C77 1.374, C90 1.405
24 N -0.733 1.728 -1.130  C32 1.379, C64 1.432, C70 1.368
25 C -0.266 -1.913 -3.878  N22 1.558, C53 1.546, C79 1.492, C85 1.552
26 C -3.407 5.634 -0.401  O1 1.255, O11 1.259, C66 1.579
27 C -0.813 -5.852 6.608  C29 1.546, H93 1.090, H112 1.090, H124 1.090
28 C -4.575 -0.133 2.079  C31 1.536, H97 1.090, H176 1.090, H208 1.090
29 C -1.397 -6.316 5.254  N16 1.507, C27 1.546, C48 1.504, C75 1.581
30 C 1.904 6.836 1.399  C36 1.604, H99 1.090, H183 1.090, H215 1.090
31 C -4.266 -0.965 0.826  O5 1.252, O6 1.279, C28 1.536
32 C -0.985 0.786 -0.154  N18 1.398, N24 1.379, H214 1.080
33 C 5.549 0.805 1.939  C40 1.577, H169 1.090, H172 1.090, H175 1.090
34 C -0.427 2.950 -4.913  O3 1.236, O7 1.252, C43 1.540
35 C -6.612 1.153 -3.445  C37 1.550, C65 1.595, H133 1.090, H211 1.090
36 C 0.946 5.817 0.613  N17 1.508, C30 1.604, C51 1.525, C57 1.553
37 C -5.269 1.922 -3.366  C35 1.550, C42 1.551, H96 1.090, H194 1.090
38 C 1.161 0.779 -0.629  N18 1.411, C70 1.364, H98 1.080
39 C -2.039 -4.426 2.953  C62 1.502, C81 1.534, H111 1.090, H131 1.090
40 C 6.981 0.687 2.590  N21 1.536, C33 1.577, C68 1.528, C88 1.547
41 C 6.638 -1.548 3.763  C59 1.500, C88 1.486, H153 1.090, H164 1.090
42 C -5.495 2.989 -2.264  C37 1.551, C52 1.556, H195 1.090, H218 1.090
43 C -1.666 3.834 -5.146  C34 1.540, H107 1.090, H156 1.090, H197 1.090
44 C 3.528 -3.643 2.661  N20 1.405, C90 1.365, H152 1.080
45 C -2.808 -1.313 -3.593  C60 1.525, C79 1.493, H100 1.090, H140 1.090
46 C -9.266 1.356 -3.772  C65 1.607, H165 1.090, H182 1.090, H188 1.090
47 C 4.613 -5.138 1.018  N20 1.447, C74 1.543, H118 1.090, H186 1.090
48 C -1.424 -7.796 4.984  C29 1.504, H158 1.090, H168 1.090, H181 1.090
49 C 4.473 -2.480 -2.192  C58 1.533, H101 1.090, H103 1.090, H113 1.090
50 C 1.098 -0.717 2.325  C73 1.456, H120 1.090, H144 1.090, H200 1.090
51 C -0.243 5.422 1.482  C36 1.525, H132 1.090, H167 1.090, H196 1.090
52 C -6.523 4.041 -2.774  N19 1.585, C42 1.556, C71 1.460, C83 1.564
53 C -0.403 -3.442 -3.688  C25 1.546, H94 1.090, H189 1.090, H212 1.090
54 C -1.856 -1.562 -6.053  N22 1.503, C60 1.560, C63 1.559, C78 1.513
55 C 9.249 -2.169 2.194  C86 1.525, H115 1.090, H123 1.090, H136 1.090
56 C 2.116 5.110 -2.117  C72 1.512, C91 1.598, H92 1.090, H117 1.090
57 C 1.723 4.510 0.296  C36 1.553, C72 1.572, H135 1.090, H192 1.090
58 C 4.304 -1.333 -1.190  O10 1.274, O13 1.202, C49 1.533
59 C 6.741 -2.233 2.432  C41 1.500, C86 1.573, H121 1.090, H143 1.090
60 C -2.894 -0.939 -5.069  C45 1.525, C54 1.560, H108 1.090, H193 1.090
61 C 3.149 -5.409 5.805  N23 1.450, H104 1.090, H145 1.090, H151 1.090
62 C -3.089 -4.553 4.020  N16 1.568, C39 1.502, C76 1.558, C89 1.538
63 C -2.229 -2.993 -6.546  C54 1.559, H138 1.090, H171 1.090, H201 1.090
64 C -1.749 2.532 -1.738  N24 1.432, H114 1.090, H146 1.090, H207 1.090
65 C -7.819 1.985 -4.074  N19 1.517, C35 1.595, C46 1.607, C69 1.611
66 C -3.767 7.024 0.256  C26 1.579, H116 1.090, H125 1.090, H198 1.090
67 C 0.467 6.734 -3.154  C91 1.539, H141 1.090, H159 1.090, H206 1.090
68 C 7.463 2.115 2.844  C40 1.528, H126 1.090, H177 1.090, H199 1.090
69 C -7.606 2.334 -5.632  C65 1.611, H129 1.090, H137 1.090, H147 1.090
70 C 0.590 1.684 -1.476  N24 1.368, C38 1.364, H187 1.080
71 C -5.817 4.827 -3.781  C52 1.460, H106 1.090, H148 1.090, H154 1.090
72 C 2.774 4.557 -0.872  C56 1.512, C57 1.572, H174 1.090, H180 1.090
73 C 0.356 -0.994 1.103  N18 1.467, C50 1.456, H130 1.090, H184 1.090
74 C 3.401 -5.241 0.069  C47 1.543, H170 1.090, H178 1.090, H179 1.090
75 C -0.350 -5.868 4.158  C29 1.581, C81 1.544, H160 1.090, H162 1.090
76 C -3.206 -3.303 4.942  C62 1.558, H102 1.090, H161 1.090, H204 1.090
77 C 4.220 -5.602 3.488  N20 1.353, N23 1.374, H202 1.080
78 C -1.819 -0.579 -7.203  C54 1.513, H149 1.090, H157 1.090, H210 1.090
79 C -1.378 -1.209 -3.176  C25 1.492, C45 1.493, H139 1.090, H150 1.090
80 C 7.740 -1.999 0.170  C86 1.483, H122 1.090, H163 1.090, H216 1.090
81 C -0.607 -4.496 3.498  C39 1.534, C75 1.544, H166 1.090, H185 1.090
82 C 0.610 -1.892 6.433  O4 1.206, O15 1.267, C87 1.518
83 C -6.924 4.887 -1.521  C52 1.564, H110 1.090, H190 1.090, H209 1.090
84 C 2.348 7.761 -1.927  C91 1.604, H127 1.090, H142 1.090, H213 1.090
85 C 1.077 -1.300 -3.400  C25 1.552, H109 1.090, H155 1.090, H203 1.090
86 C 7.943 -1.654 1.598  N21 1.574, C55 1.525, C59 1.573, C80 1.483
87 C 1.879 -1.061 6.496  C82 1.518, H128 1.090, H173 1.090, H191 1.090
88 C 6.975 -0.110 3.916  C40 1.547, C41 1.486, H105 1.090, H205 1.090
89 C -4.465 -4.776 3.370  C62 1.538, H119 1.090, H134 1.090, H217 1.090
90 C 3.084 -3.729 3.949  N23 1.405, C44 1.365, H95 1.080
91 C 1.355 6.501 -1.919  N17 1.522, C56 1.598, C67 1.539, C84 1.604
92 H 1.353 4.389 -2.408  C56 1.090
93 H 0.272 -5.896 6.699  C27 1.090
94 H -1.414 -3.824 -3.826  C53 1.090
95 H 2.631 -3.039 4.646  C90 1.080
96 H -4.851 2.359 -4.273  C37 1.090
97 H -4.853 0.895 1.844  C28 1.090
98 H 2.179 0.465 -0.450  C38 1.080
99 H 1.656 7.867 1.145  C30 1.090
100 H -3.185 -2.312 -3.375  C45 1.090
101 H 5.360 -3.032 -1.881  C49 1.090
102 H -2.381 -3.292 5.654  C76 1.090
103 H 4.684 -2.308 -3.248  C49 1.090
104 H 2.794 -4.537 6.355  C61 1.090
105 H 6.246 0.405 4.541  C88 1.090
106 H -5.161 5.613 -3.408  C71 1.090
107 H -2.192 3.956 -4.199  C43 1.090
108 H -2.838 0.148 -5.134  C60 1.090
109 H 1.065 -1.276 -2.310  C85 1.090
110 H -6.054 5.416 -1.132  C83 1.090
111 H -2.090 -5.251 2.243  C39 1.090
112 H -1.163 -4.834 6.781  C27 1.090
113 H 3.671 -3.218 -2.227  C49 1.090
114 H -1.194 3.440 -1.975  C64 1.090
115 H 10.038 -1.786 1.547  C55 1.090
116 H -4.614 7.036 0.942  C66 1.090
117 H 2.988 5.142 -2.770  C56 1.090
118 H 5.177 -4.267 0.682  C47 1.090
119 H -4.681 -3.857 2.824  C89 1.090
120 H 2.103 -0.416 2.030  C50 1.090
121 H 5.796 -2.160 1.894  C59 1.090
122 H 7.680 -3.087 0.217  C80 1.090
123 H 9.401 -3.244 2.284  C55 1.090
124 H -1.248 -6.399 7.444  C27 1.090
125 H -3.964 7.788 -0.496  C66 1.090
126 H 6.629 2.672 3.272  C68 1.090
127 H 3.296 7.551 -1.432  C84 1.090
128 H 2.662 -1.367 7.190  C87 1.090
129 H -6.625 2.723 -5.907  C69 1.090
130 H 0.801 -1.788 0.503  C73 1.090
131 H -2.228 -3.516 2.383  C39 1.090
132 H -1.038 4.897 0.953  C51 1.090
133 H -6.505 0.373 -4.199  C35 1.090
134 H -4.374 -5.614 2.680  C89 1.090
135 H 2.262 4.198 1.191  C57 1.090
136 H 9.421 -1.763 3.191  C55 1.090
137 H -8.346 3.073 -5.941  C69 1.090
138 H -1.519 -3.419 -7.255  C63 1.090
139 H -1.316 -1.437 -2.112  C79 1.090
140 H -3.356 -0.542 -3.052  C45 1.090
141 H 0.922 6.331 -4.059  C67 1.090
142 H 2.037 8.702 -1.472  C84 1.090
143 H 6.868 -3.315 2.449  C59 1.090
144 H 1.233 -1.547 3.018  C50 1.090
145 H 3.926 -5.963 6.332  C61 1.090
146 H -2.462 2.916 -1.008  C64 1.090
147 H -7.592 1.429 -6.239  C69 1.090
148 H -5.343 4.288 -4.601  C71 1.090
149 H -1.372 -1.056 -8.074  C78 1.090
150 H -1.206 -0.135 -3.104  C79 1.090
151 H 2.366 -6.147 5.633  C61 1.090
152 H 3.377 -2.930 1.864  C44 1.080
153 H 7.099 -2.218 4.489  C41 1.090
154 H -6.556 5.335 -4.401  C71 1.090
155 H 1.895 -1.934 -3.744  C85 1.090
156 H -1.384 4.856 -5.401  C43 1.090
157 H -1.244 0.339 -7.080  C78 1.090
158 H -2.193 -8.245 5.612  C48 1.090
159 H -0.452 6.182 -2.955  C67 1.090
160 H -0.414 -6.486 3.263  C75 1.090
161 H -3.179 -2.329 4.453  C76 1.090
162 H 0.673 -5.760 4.519  C75 1.090
163 H 6.847 -1.626 -0.331  C80 1.090
164 H 5.632 -1.746 4.133  C41 1.090
165 H -9.514 1.344 -2.711  C46 1.090
166 H -0.406 -3.688 4.201  C81 1.090
167 H -0.756 6.311 1.848  C51 1.090
168 H -1.715 -8.037 3.961  C48 1.090
169 H 5.032 -0.154 1.972  C33 1.090
170 H 2.985 -4.235 0.016  C74 1.090
171 H -3.185 -2.916 -7.063  C63 1.090
172 H 4.939 1.605 2.357  C33 1.090
173 H 2.271 -1.070 5.480  C87 1.090
174 H 3.702 5.088 -0.660  C72 1.090
175 H 5.671 1.115 0.901  C33 1.090
176 H -3.763 -0.114 2.806  C28 1.090
177 H 8.426 2.124 3.354  C68 1.090
178 H 3.580 -5.408 -0.993  C74 1.090
179 H 2.596 -5.846 0.488  C74 1.090
180 H 3.139 3.566 -1.138  C72 1.090
181 H -0.468 -8.276 5.191  C48 1.090
182 H -9.295 0.285 -3.976  C46 1.090
183 H 2.920 6.541 1.138  C30 1.090
184 H -0.681 -1.271 1.289  C73 1.090
185 H 0.151 -4.254 2.753  C81 1.090
186 H 5.309 -5.975 1.083  C47 1.090
187 H 0.931 2.295 -2.298  C70 1.080
188 H -10.092 1.846 -4.288  C46 1.090
189 H 0.244 -4.084 -4.286  C53 1.090
190 H -7.727 5.617 -1.628  C83 1.090
191 H 1.683 -0.022 6.761  C87 1.090
192 H 0.989 3.758 0.008  C57 1.090
193 H -3.897 -1.044 -5.482  C60 1.090
194 H -4.517 1.329 -2.845  C37 1.090
195 H -4.655 3.625 -1.986  C42 1.090
196 H -0.047 4.862 2.396  C51 1.090
197 H -2.438 3.417 -5.792  C43 1.090
198 H -2.921 7.424 0.814  C66 1.090
199 H 7.576 2.649 1.900  C68 1.090
200 H 0.696 0.181 2.795  C50 1.090
201 H -2.375 -3.742 -5.767  C63 1.090
202 H 4.615 -6.605 3.543  C77 1.080
203 H 1.277 -0.271 -3.697  C85 1.090
204 H -4.129 -3.192 5.512  C76 1.090
205 H 7.864 -0.210 4.539  C88 1.090
206 H 0.094 7.734 -3.376  C67 1.090
207 H -2.135 2.113 -2.667  C64 1.090
208 H -5.440 -0.536 2.605  C28 1.090
209 H -7.258 4.220 -0.727  C83 1.090
210 H -2.826 -0.479 -7.608  C78 1.090
211 H -6.800 0.777 -2.439  C35 1.090
212 H -0.083 -3.791 -2.707  C53 1.090
213 H 2.659 8.004 -2.943  C84 1.090
214 H -1.928 0.524 0.301  C32 1.080
215 H 1.936 6.718 2.482  C30 1.090
216 H 8.647 -1.743 -0.377  C80 1.090
217 H -5.140 -5.110 4.158  C89 1.090
218 H -5.817 2.465 -1.364  C42 1.090